No. 1
{"formula": "C39H56I2N3O13SiTa", "method": "wB97M-V/def2-TZVPD", "total_energy_ev": -98076.1252, "multiplicity": 1, "fmax_ha_per_bohr": 0.0647, "homo_ha": -0.3055, "homo_lumo_gap_ev": 7.319, "elements": ["Ta", "O", "C", "O", "C", "C", "C", "C", "C", "C", "O", "N", "O", "O", "N", "O", "O", "H", "H", "I", "I", "C", "O", "C", "O", "H", "H", "H", "C", "C", "C", "C", "C", "C", "C", "C", "N", "C", "C", "C", "C", "C", "C", "C", "C", "C", "C", "H", "H", "H", "H", "H", "H", "H", "H", "H", "H", "H", "H", "H", "H", "H", "H", "H", "H", "H", "H", "H", "H", "H", "H", "C", "C", "C", "C", "O", "Si", "O", "O", "C", "C", "C", "C", "O", "C", "C", "C", "C", "H", "H", "H", "H", "H", "H", "H", "H", "H", "H", "H", "H", "H", "H", "H", "H", "H", "H", "H", "H", "H", "H", "H", "H", "H", "H", "H"], "coordinates": [[-0.6308, 0.6948, 0.0490], [1.2924, 1.0362, 3.5163], [0.5898, 1.5207, 2.6654], [0.7257, 1.2488, 1.3755], [-0.5045, 2.4907, 3.0009], [-0.4429, 3.2166, 4.1701], [-1.4626, 4.0977, 4.4852], [-2.5530, 4.2632, 3.6560], [-2.6361, 3.5308, 2.4893], [-1.6160, 2.6121, 2.1414], [-1.6974, 1.8330, 1.0859], [-3.8401, 3.7070, 1.6769], [-4.7669, 4.3047, 2.1985], [-3.8253, 3.3704, 0.5123], [-1.4003, 4.8455, 5.7420], [-0.4137, 4.6944, 6.4372], [-2.3250, 5.5938, 5.9964], [0.4001, 3.0902, 4.8343], [-3.3369, 4.9622, 3.9060], [-1.6675, 2.0175, -2.1430], [-0.8302, 4.4466, -0.8561], [-3.7988, -1.7245, -3.1407], [-3.3013, -0.3700, -3.2553], [-2.2780, -0.0375, -2.5124], [-1.6756, -0.8072, -1.7700], [-4.8545, -1.6840, -3.3866], [-3.6519, -2.0894, -2.1268], [-3.2704, -2.3644, -3.8448], [-5.9771, 1.0455, -0.3249], [-5.1811, 0.0878, 0.5183], [-5.8170, -0.7296, 1.4452], [-5.0691, -1.5879, 2.2337], [-5.7334, -2.5101, 3.2222], [-3.6855, -1.6217, 2.1038], [-2.9961, -0.8308, 1.1747], [-3.8024, 0.0085, 0.3863], [-1.5938, -0.8444, 0.9736], [-0.8169, -2.0386, 1.3966], [-0.5903, -2.0499, 2.9240], [0.2217, -3.2833, 3.3304], [1.6090, -3.2006, 2.6918], [1.4463, -3.1728, 1.1717], [0.7826, -4.4683, 0.7082], [-0.6099, -4.5531, 1.3343], [-0.4919, -4.5559, 2.8624], [-1.4432, -3.3508, 0.8824], [0.5844, -1.9715, 0.7676], [-6.9497, 0.6229, -0.5797], [-5.4483, 1.3112, -1.2398], [-6.1555, 1.9704, 0.2260], [-6.8952, -0.6933, 1.5535], [-6.8033, -2.3149, 3.2771], [-5.3113, -2.3928, 4.2214], [-5.5925, -3.5517, 2.9258], [-3.1658, -2.2906, 2.7681], [-3.3700, 0.6397, -0.3766], [-1.5254, -2.0273, 3.4767], [-0.0400, -1.1455, 3.1987], [0.3192, -3.2979, 4.4193], [2.2146, -4.0625, 2.9858], [2.1183, -2.2953, 3.0353], [2.4287, -3.0722, 0.7002], [1.3900, -5.3247, 1.0143], [0.7034, -4.4845, -0.3835], [-1.1052, -5.4706, 1.0036], [0.0694, -5.4365, 3.1884], [-1.4879, -4.6183, 3.3131], [-2.4659, -3.4713, 1.2259], [-1.4724, -3.3044, -0.2116], [0.4978, -1.9446, -0.3224], [1.1086, -1.0676, 1.1012], [3.7621, 2.4930, -3.9302], [2.3245, 2.9374, -3.6675], [2.3105, 4.4276, -3.3614], [1.4459, 2.6294, -4.8773], [1.7605, 2.2417, -2.5271], [2.0669, 0.7438, -1.9818], [0.7097, 0.3575, -1.1219], [3.3320, 0.5131, -1.0075], [4.1677, 1.2452, -0.0960], [4.1226, 0.5142, 1.2415], [3.6924, 2.6853, 0.0588], [5.5850, 1.2104, -0.6650], [2.1856, -0.2245, -3.2778], [2.7655, -1.5118, -3.5207], [2.1365, -2.5292, -2.5709], [2.4314, -1.8511, -4.9693], [4.2814, -1.4739, -3.3314], [4.1447, 2.9934, -4.8194], [3.8094, 1.4155, -4.0814], [4.3981, 2.7592, -3.0840], [2.7878, 4.9702, -4.1794], [2.8494, 4.6362, -2.4366], [1.2928, 4.7907, -3.2448], [1.8364, 3.1252, -5.7667], [0.4305, 2.9833, -4.6958], [1.4216, 1.5517, -5.0470], [3.1285, 0.5793, 1.6827], [4.8402, 0.9596, 1.9315], [4.3805, -0.5374, 1.1017], [2.6429, 2.7093, 0.3502], [3.7983, 3.2286, -0.8806], [4.2827, 3.1844, 0.8271], [5.9602, 0.1865, -0.6957], [6.2553, 1.8118, -0.0502], [5.5849, 1.6082, -1.6799], [1.0483, -2.4886, -2.6578], [2.4178, -2.2918, -1.5416], [2.4753, -3.5374, -2.8095], [1.3502, -1.8793, -5.1121], [2.8485, -2.8247, -5.2292], [2.8536, -1.0988, -5.6368], [4.5217, -1.1637, -2.3171], [4.7319, -0.7671, -4.0307], [4.7020, -2.4626, -3.5174]], "atomic_forces_ev_per_a": [[-1.6, -2.5, 1.5], [0.1, 0.1, -0.3], [-0.3, 0.3, 0.8], [0.1, -0.4, -0.5], [-0.3, -0.2, -0.5], [0.1, 0.1, 0.2], [0.1, -0.3, -0.3], [-0.1, 0.1, 0.0], [0.5, -0.7, 0.1], [-0.3, 0.6, 0.4], [-1.1, 1.5, 0.7], [-0.2, 0.9, -0.4], [0.0, -0.3, 0.1], [0.1, -0.5, 0.2], [0.1, 0.5, 0.1], [-0.2, -0.1, -0.1], [0.1, -0.2, 0.0], [0.0, 0.0, 0.0], [0.0, -0.1, 0.0], [-1.2, 0.8, -1.4], [0.6, 0.7, 0.4], [0.1, -0.2, 0.1], [0.0, 0.2, -0.1], [0.3, -0.4, 0.3], [-0.1, 0.0, 0.0], [0.0, 0.1, 0.0], [0.0, 0.0, 0.0], [0.0, 0.0, 0.0], [0.0, 0.0, 0.1], [0.0, 0.0, 0.0], [0.1, 0.0, 0.0], [0.0, 0.0, 0.0], [0.0, 0.0, 0.0], [0.2, 0.0, 0.1], [-0.5, 0.1, -0.1], [0.1, -0.1, -0.1], [0.8, 0.1, 0.0], [0.1, -0.2, 0.0], [0.0, -0.1, 0.0], [0.0, 0.0, 0.1], [-0.1, 0.0, 0.0], [0.1, -0.1, 0.0], [0.0, 0.1, 0.0], [0.0, -0.1, 0.0], [0.0, 0.0, -0.1], [0.1, 0.0, 0.0], [0.0, 0.0, -0.1], [0.0, 0.0, -0.1], [0.0, 0.0, 0.0], [0.0, 0.0, 0.0], [0.0, 0.0, 0.0], [0.0, 0.0, 0.0], [0.0, 0.0, 0.0], [0.0, 0.0, 0.0], [0.0, 0.0, -0.1], [0.0, 0.0, 0.0], [0.0, 0.0, 0.0], [0.0, 0.0, 0.0], [0.0, 0.0, 0.0], [0.0, 0.0, 0.0], [0.0, 0.0, 0.0], [0.0, 0.0, 0.0], [0.0, 0.0, 0.0], [0.0, 0.0, 0.0], [0.0, 0.0, 0.0], [0.0, 0.0, 0.0], [0.0, 0.0, 0.0], [-0.1, 0.0, 0.0], [0.0, 0.0, 0.0], [-0.1, 0.0, 0.0], [0.0, 0.0, 0.0], [-0.1, -0.1, 0.2], [0.1, 0.0, -0.2], [-0.1, -0.1, 0.1], [0.0, -0.1, 0.2], [0.3, 0.0, 0.1], [0.3, 0.2, -0.3], [2.1, -0.2, -1.0], [-0.1, 0.0, -0.2], [0.3, 0.0, 0.2], [-0.1, 0.0, -0.1], [0.0, -0.2, -0.1], [-0.2, 0.0, 0.0], [0.0, -0.1, 0.0], [0.0, -0.3, -0.1], [0.0, 0.2, -0.1], [0.0, 0.0, 0.1], [-0.2, 0.2, 0.0], [0.0, 0.0, 0.0], [0.1, 0.0, -0.1], [0.0, 0.0, 0.0], [0.0, 0.0, 0.0], [0.0, 0.0, 0.0], [-0.1, 0.0, 0.0], [0.0, 0.0, 0.0], [0.0, 0.0, 0.0], [0.0, 0.0, -0.1], [0.0, 0.0, 0.0], [0.0, 0.0, 0.0], [0.0, 0.0, 0.0], [-0.1, 0.1, 0.0], [0.0, 0.0, 0.0], [0.0, 0.0, 0.0], [0.0, 0.0, 0.0], [0.0, 0.0, 0.0], [0.1, 0.0, 0.0], [0.0, 0.0, 0.0], [0.0, -0.1, 0.0], [0.0, 0.0, 0.0], [0.0, 0.0, 0.0], [0.0, 0.0, 0.0], [0.0, 0.0, 0.0], [0.1, 0.0, 0.0], [0.0, 0.0, 0.0], [0.0, 0.0, 0.0]], "mulliken_charge": [-1.54, -0.64, -0.28, -0.19, 0.71, -0.66, -0.74, -0.30, -0.55, 0.26, 0.77, 1.08, -0.67, -0.42, 1.06, -0.62, -0.63, 0.68, 0.68, 0.10, -0.65, -0.57, -0.40, 0.65, -0.47, 0.28, 0.18, 0.28, -1.84, 0.18, -0.81, -0.06, -1.66, -0.09, 1.07, 1.09, 0.45, 1.55, -0.89, 0.22, -1.57, 0.64, -1.54, 0.28, -1.42, -1.18, -1.16, 0.50, 0.28, 0.28, 0.36, 0.42, 0.34, 0.30, 0.51, -0.74, 0.51, -0.02, 0.33, 0.64, 0.40, 0.69, 0.53, 0.46, 0.28, 0.57, 0.51, 0.99, 0.14, 0.09, -0.71, -1.56, 1.52, -1.63, -1.60, 1.05, -1.73, 1.14, 1.49, 1.95, -1.57, -1.35, -1.75, -0.13, 1.95, -1.20, -1.91, -1.55, 0.61, 0.18, 0.24, 0.44, 0.26, 0.26, 0.47, 0.30, 0.11, 0.09, 0.50, 0.30, 0.11, 0.12, 0.59, 0.35, 0.47, 0.28, 0.14, -0.05, 0.62, 0.33, 0.42, 0.40, 0.01, 0.38, 0.53]}


No. 2
{"formula": "C39H57BN3O8SSiSr", "method": "wB97M-V/def2-TZVPD", "total_energy_ev": -82450.8268, "multiplicity": 1, "e_above_lowest_ev": 3.089, "fmax_ha_per_bohr": 0.0527, "homo_ha": -0.1653, "charge": -1, "homo_lumo_gap_ev": 6.980, "elements": ["Sr", "C", "N", "C", "C", "O", "C", "O", "C", "C", "O", "N", "C", "C", "H", "H", "H", "H", "H", "H", "H", "H", "H", "H", "H", "H", "H", "H", "H", "H", "C", "C", "C", "C", "O", "Si", "S", "O", "C", "C", "C", "C", "O", "C", "C", "C", "C", "H", "H", "H", "H", "H", "H", "H", "H", "H", "H", "H", "H", "H", "H", "H", "H", "H", "H", "H", "H", "H", "H", "H", "H", "H", "H", "H", "N", "C", "C", "C", "C", "C", "C", "C", "C", "C", "C", "C", "C", "C", "H", "H", "H", "H", "H", "H", "H", "H", "H", "H", "O", "B", "O", "C", "C", "C", "C", "C", "C", "H", "H", "H", "H"], "coordinates": [[-0.1286, 0.4081, -0.1508], [-1.2924, 4.9156, -2.2296], [0.1423, 5.0766, -2.3080], [0.8498, 5.3051, -1.0556], [0.8227, 4.9117, -3.4690], [2.0562, 5.0378, -3.4766], [0.0126, 4.5095, -4.6486], [-0.2293, 3.0873, -4.6599], [0.9359, 2.3361, -4.3093], [1.3880, 2.4756, -2.8230], [0.6299, 2.4908, -1.8590], [2.6960, 2.3652, -2.6882], [3.1880, 2.3030, -1.3135], [3.7117, 2.3844, -3.6372], [-1.6687, 4.0965, -2.7941], [-1.9229, 5.7619, -2.5809], [-1.5440, 4.8387, -1.1634], [1.8582, 5.5322, -1.2995], [0.7870, 4.3953, -0.4134], [0.4115, 6.1319, -0.5533], [0.5057, 4.7985, -5.5716], [-0.9488, 4.9907, -4.6105], [1.7364, 2.5750, -4.9849], [0.5647, 1.3111, -4.3423], [2.5573, 1.6292, -0.7169], [3.0683, 3.2780, -0.8352], [4.2372, 1.9839, -1.3610], [4.4420, 1.5348, -3.5370], [4.2754, 3.2691, -3.4226], [3.3819, 2.3957, -4.6929], [0.1092, -3.0840, 0.5784], [-0.8123, -2.7550, 1.7393], [-2.0163, -3.6955, 1.7407], [-0.0431, -2.9032, 3.0097], [-1.2769, -1.3650, 1.5438], [-2.7654, -0.6465, 1.7241], [-2.5983, 1.3241, 1.2753], [-3.8734, -1.4406, 0.8334], [-4.9637, -1.3993, -0.0869], [-4.4551, -1.6878, -1.5793], [-5.4630, 0.0044, -0.0499], [-6.0210, -2.4108, 0.3687], [-3.3416, -0.9955, 3.2311], [-3.3306, -0.4101, 4.4943], [-4.3083, 0.7965, 4.5137], [-1.9800, 0.0957, 4.9287], [-3.8075, -1.5142, 5.4107], [0.3719, -4.1179, 0.7073], [0.9615, -2.4834, 0.5678], [-0.3157, -3.0829, -0.4098], [-1.7221, -4.7569, 1.5990], [-2.6525, -3.3638, 0.9015], [-2.5375, -3.6000, 2.6954], [-0.0491, -3.9863, 3.2962], [-0.5720, -2.3190, 3.7557], [1.0145, -2.5801, 2.9141], [-3.9320, -0.7798, -1.9414], [-5.2915, -1.8815, -2.2485], [-3.7875, -2.6160, -1.6628], [-4.8308, 0.7000, -0.6483], [-5.4113, 0.3216, 0.9939], [-6.4421, 0.1050, -0.4508], [-5.6248, -3.4504, 0.2791], [-6.9405, -2.3067, -0.3491], [-6.2521, -2.1915, 1.4219], [-4.1128, 1.5539, 3.7783], [-4.2254, 1.3095, 5.4911], [-5.3151, 0.4235, 4.3762], [-1.5262, 0.7791, 4.2315], [-1.2770, -0.7771, 4.9725], [-1.9704, 0.6081, 5.8947], [-4.7966, -1.7260, 5.0290], [-3.8633, -1.1844, 6.4555], [-3.1511, -2.4182, 5.3812], [1.9096, 0.6477, 1.2581], [3.0216, 0.2812, 1.7419], [3.9515, 1.3200, 2.4145], [3.5222, 2.6091, 2.7085], [4.2887, 3.5062, 3.4725], [5.4918, 3.1235, 3.9770], [5.9194, 1.7813, 3.7711], [5.2128, 0.9240, 2.9232], [3.5289, -1.1851, 1.6787], [3.9528, -1.8974, 2.8414], [4.3567, -3.2540, 2.7867], [4.3451, -3.8252, 1.5377], [3.9300, -3.1102, 0.3931], [3.4359, -1.8369, 0.4696], [2.5412, 2.8547, 2.3577], [3.9613, 4.5464, 3.4620], [6.1674, 3.7994, 4.5899], [6.9317, 1.5621, 4.0955], [5.7171, -0.0040, 2.6524], [4.0278, -1.2136, 3.7536], [4.5438, -3.8990, 3.6568], [4.5866, -4.8764, 1.4173], [3.8476, -3.6774, -0.5654], [3.1357, -1.2507, -0.3705], [0.2441, -2.4100, -2.7876], [0.1297, -0.9711, -2.6858], [-0.3589, -0.6422, -3.9812], [-0.3518, -1.7942, -4.7630], [-0.7429, -1.9608, -6.0513], [-0.6388, -3.2424, -6.6824], [-0.2452, -4.3654, -5.9493], [0.1061, -4.1921, -4.5766], [0.0450, -2.8657, -4.0397], [-0.9363, -1.0481, -6.5880], [-0.8930, -3.3078, -7.7123], [-0.1920, -5.2930, -6.4910], [0.1814, -5.0538, -3.9145]], "atomic_forces_ev_per_a": [[0.3, 0.3, 0.3], [-0.8, 1.0, 0.9], [-0.4, 0.6, -0.7], [-0.5, -1.3, -0.3], [1.2, 0.9, 2.0], [-0.7, -0.1, -0.9], [-0.2, -1.0, -0.8], [0.3, 0.8, 0.6], [-1.7, 0.2, 1.1], [0.0, -1.0, -1.8], [-0.6, -0.3, 0.3], [-0.4, -0.9, 2.3], [-0.3, -0.1, 0.1], [1.8, -0.5, -2.0], [0.0, -1.1, 0.0], [0.8, 0.2, 0.0], [0.0, -0.5, -0.4], [0.9, 0.1, 0.0], [0.1, 0.6, -0.5], [-0.4, 0.8, 0.5], [0.3, 0.1, -0.1], [-0.4, 0.1, -0.2], [0.0, -0.1, -0.3], [0.4, -0.2, -0.4], [0.6, 0.0, -0.2], [0.4, 0.1, 0.0], [-0.4, 0.1, 0.4], [-0.9, 0.4, 0.1], [0.7, 0.8, -0.4], [0.3, 0.1, 0.9], [-1.5, -1.0, 0.0], [-0.5, 0.1, -1.4], [-0.1, 0.1, -0.5], [0.6, -0.4, 0.7], [0.6, -0.6, -0.1], [-0.8, 0.2, 0.4], [0.5, 0.5, -0.2], [0.0, -1.3, -0.8], [1.4, -0.3, -1.3], [0.7, -0.8, 1.1], [0.5, 1.3, -0.1], [-0.6, -0.1, -1.3], [0.3, -0.4, -0.6], [-0.1, 1.4, 0.3], [0.1, -0.5, 1.2], [1.6, -1.1, 0.1], [0.2, -0.2, 0.5], [0.7, -0.6, 0.2], [1.5, 1.0, 0.1], [-0.7, 0.4, -0.4], [0.0, 0.6, 0.1], [0.0, -0.5, 0.5], [-0.3, 0.0, -0.2], [0.1, 0.9, -0.1], [0.2, -0.1, 0.4], [-0.6, 0.0, 0.1], [0.0, -0.7, 0.2], [-0.3, 0.1, 0.0], [-0.7, 1.4, 0.3], [-0.2, -0.6, 0.6], [-0.4, 0.3, -0.2], [-1.1, 0.0, -0.2], [-0.3, 0.7, 0.1], [1.5, -0.2, 1.6], [-0.3, -0.2, -0.4], [0.4, 0.0, -0.6], [-0.3, -0.3, -0.3], [-0.4, 0.0, 0.0], [-0.1, 0.4, -0.6], [-0.4, 0.7, 0.2], [-0.3, -0.3, 0.0], [-0.4, -0.6, 0.3], [-0.1, 0.0, -0.2], [-0.5, 0.7, -0.2], [0.9, -0.9, 0.1], [-0.7, 1.0, -0.4], [0.5, -1.3, 0.8], [0.3, -0.5, 0.3], [-1.0, 0.5, -1.5], [1.7, -0.9, 1.4], [0.1, 1.3, -0.9], [0.5, 0.8, 0.4], [-0.2, 0.4, 1.8], [0.2, 1.6, 0.4], [-0.8, 1.1, 0.2], [-0.3, -0.2, -1.2], [-0.3, -2.0, -0.7], [1.0, 0.3, 0.4], [-0.4, 0.3, -0.2], [0.0, -0.2, 0.5], [-1.1, -0.8, -0.9], [-0.2, -0.4, 0.1], [-0.5, 0.1, 0.1], [-0.2, -1.6, -1.0], [0.1, 0.7, -0.2], [0.1, 0.1, 0.0], [0.3, 0.6, 0.8], [-0.4, 0.0, -0.6], [1.1, -1.0, 1.5], [-0.6, -0.9, -0.3], [0.2, -0.3, -1.2], [-0.5, 1.1, -0.3], [0.5, -0.4, -1.6], [0.1, 1.2, 1.6], [0.2, 1.6, 0.8], [-0.9, 1.0, -0.1], [0.0, -2.1, 0.4], [-0.5, 0.0, -0.5], [-0.1, -0.2, -0.7], [0.0, -0.5, 0.3], [0.5, 0.3, -0.1]], "mulliken_charge": [0.45, -1.24, 0.17, -1.20, 1.01, -0.70, -1.14, -0.38, -0.66, 0.25, 0.20, 0.50, -0.69, -1.04, 0.51, 0.24, 0.36, 0.39, 0.26, 0.45, 0.36, 0.52, 0.87, -0.12, -0.03, 0.22, 0.42, 0.29, 0.44, 0.37, -2.05, 2.26, -1.42, -1.02, 1.53, -0.87, -0.81, 0.68, 1.64, -1.29, -1.62, -1.50, -0.01, 1.80, -1.72, -1.56, -1.67, 0.55, -0.15, 0.37, 0.45, 0.23, 0.24, 0.36, -0.04, -0.09, 0.22, 0.47, 0.17, 0.19, 0.25, 0.51, 0.31, 0.36, 0.28, 0.29, 0.45, 0.36, 0.29, 0.31, 0.52, 0.36, 0.38, 0.27, -0.95, -1.33, 1.15, -0.29, -0.72, -0.30, -0.82, -0.26, 0.55, 0.13, -0.88, -0.41, -0.55, -0.63, 0.50, 0.33, 0.29, 0.31, 0.47, 0.39, 0.35, 0.35, 0.28, 0.52, 0.31, 0.33, -1.29, 0.65, -0.90, -0.64, -0.47, -1.08, 0.63, 0.43, 0.41, 0.40, 0.38]}